1.
41
Properties=species:S:1:pos:R:3:mulliken_charge:R:1 method="wB97M-V/def2-TZVPD" relative_energy_ev=3.423 homo_ev=-7.87 orbital_gap_ev=8.0 smiles="CC(C)=CN.O.O.O.O.O.O.O.O.O"
C -2.03 -1.01 2.62 -1.66
C -0.64 -1.32 2.20 0.87
C 0.02 -2.66 2.46 -1.61
C 0.06 -0.43 1.42 -0.64
N -0.69 0.77 1.06 -0.28
H -1.81 -0.77 3.66 0.34
H -2.65 -0.36 2.02 0.53
H -2.70 -1.92 2.43 0.31
H -0.67 -3.22 3.02 0.46
H 0.11 -3.08 1.52 0.36
H 1.03 -2.55 2.77 0.32
H 1.05 -0.57 1.11 1.00
H 0.02 1.31 0.50 -0.03
H -1.03 1.34 1.84 0.22
O 0.55 3.19 -0.16 -0.67
H 1.08 3.12 -1.00 0.37
H 0.66 4.13 0.17 0.26
O -2.73 -0.79 -0.57 -0.58
H -3.69 -0.81 -0.63 0.28
H -2.51 -0.18 0.18 0.15
O 0.24 -1.81 -1.32 -0.60
H -0.19 -2.55 -1.84 0.37
H -0.50 -1.29 -1.05 0.28
O -1.99 2.15 -1.78 -0.80
H -1.25 2.55 -1.34 0.37
H -2.14 1.38 -1.21 0.39
O 3.06 -0.11 3.03 -0.62
H 2.71 0.78 2.72 0.31
H 3.50 -0.52 2.33 0.29
O 2.42 2.13 -1.80 -0.72
H 1.89 1.73 -2.50 0.38
H 3.26 1.84 -2.21 0.32
O -1.21 -0.05 -3.15 -0.74
H -1.43 -0.68 -2.41 0.18
H -1.65 0.79 -2.93 0.55
O 1.26 0.18 -3.53 -0.78
H 0.39 0.57 -3.91 0.36
H 0.93 -0.30 -2.76 0.49
O 2.68 -0.25 0.07 -0.69
H 2.08 -0.98 -0.19 0.34
H 2.50 0.26 -0.85 0.35

2.
41
Properties=species:S:1:pos:R:3:mulliken_charge:R:1 method="wB97M-V/def2-TZVPD" relative_energy_ev=2.062 homo_ev=-5.00 orbital_gap_ev=7.9 charge=-1
O -0.97 -0.62 -0.51 -0.14
H -1.39 -0.28 -1.34 0.43
H -1.51 -0.33 0.27 0.52
H -0.02 -0.29 -0.46 0.07
C 2.08 1.53 1.22 -1.35
C 2.43 0.39 0.26 0.43
C 2.30 -0.93 1.03 -0.91
O 1.54 0.43 -0.82 -0.61
H 2.72 1.60 2.11 0.43
H 1.06 1.37 1.60 0.19
H 2.10 2.53 0.80 0.29
H 3.48 0.51 -0.05 0.32
H 2.40 -1.84 0.43 0.26
H 1.27 -0.92 1.40 -0.11
H 3.03 -0.87 1.83 0.49
C -1.94 0.24 2.98 -0.59
O -2.38 -0.24 1.75 -1.05
H -1.77 1.32 2.89 0.23
H -2.67 0.07 3.78 0.26
H -0.97 -0.19 3.29 0.18
O 0.91 1.70 -3.60 -0.69
H 0.58 1.43 -2.74 0.36
H 1.55 2.39 -3.40 0.32
O 1.28 -1.89 -2.40 -0.74
H 0.92 -2.28 -1.58 0.34
H 1.53 -0.99 -2.12 0.40
O -0.31 2.57 -0.78 -0.63
H 0.30 1.80 -0.79 0.24
H 0.25 3.32 -0.98 0.24
O -2.01 0.34 -2.76 -0.53
H -2.34 1.14 -3.17 0.24
H -2.00 -0.32 -3.47 0.26
O -0.02 -3.31 -0.58 -0.58
H -0.52 -3.30 0.25 0.43
H 0.03 -4.24 -0.83 0.19
O -1.19 -2.96 1.70 -0.77
H -1.63 -2.08 1.80 0.30
H -0.36 -2.87 2.17 0.31
O -2.91 2.23 0.17 -0.71
H -1.98 2.51 0.07 0.37
H -2.86 1.35 0.58 0.33

3.
44
Properties=species:S:1:pos:R:3:mulliken_charge:R:1 method="wB97M-V/def2-TZVPD" homo_ev="-4.04 / -4.63" orbital_gap_ev="6.1 / 6.3" multiplicity=2 charge=-1
Hg 0.23 -0.93 3.02 0.38
C -0.14 -0.39 -0.82 0.52
C 1.19 -0.10 0.05 0.56
O 1.32 -1.11 1.01 -0.73
H -0.21 0.44 -1.52 0.44
H -1.00 -0.30 -0.15 -0.29
H -0.05 -1.37 -1.27 -0.48
H 1.13 0.78 0.68 0.15
H 2.07 0.02 -0.59 -0.55
C -1.63 3.05 1.56 -1.09
C -0.71 2.33 2.60 -0.20
O -1.28 1.15 3.07 -0.74
H -2.66 3.09 1.91 0.35
H -1.74 2.68 0.54 0.08
H -1.25 4.07 1.50 0.42
H -0.56 3.07 3.39 0.33
H 0.29 2.21 2.18 0.14
O -1.60 -1.98 2.05 -0.30
H -2.45 -1.98 2.49 0.23
H -1.67 -2.68 1.40 0.14
O 4.46 1.37 -0.26 -0.63
H 3.93 0.58 -0.16 0.34
H 4.64 1.65 0.64 0.31
O 3.26 1.98 -2.98 -0.64
H 3.94 2.21 -2.35 0.34
H 3.11 1.05 -2.84 0.27
O -3.14 1.32 -1.79 -0.64
H -3.21 0.95 -0.91 0.33
H -2.70 2.16 -1.66 0.31
O 0.38 -3.86 0.10 -0.64
H -0.55 -3.71 0.22 0.25
H 0.77 -2.98 0.12 0.27
O -2.05 -2.54 -2.52 -0.56
H -2.58 -2.39 -3.30 0.28
H -2.67 -2.57 -1.80 0.26
O 0.20 -1.53 -3.96 -0.66
H -0.17 -2.08 -3.27 0.33
H 1.07 -1.31 -3.64 0.32
O -3.56 0.61 0.96 -0.64
H -2.71 0.89 1.31 0.28
H -3.84 -0.09 1.55 0.23
O 4.22 -1.12 1.48 -0.68
H 4.65 -1.37 0.65 0.30
H 3.29 -1.27 1.32 0.32

Number 1: E -24502.201 eV. Number 2: E -25062.293 eV. Number 3: E -31298.742 eV.